Molecular formula: C9H16N3
Method: DFT, ωB97M-V with the def2-TZVPD basis set

Output
* frontier orbital gap (spin up / spin down): 6.4 / 6.4 eV
* charge: +1
* spin multiplicity: 1
* LUMO (spin up / spin down): -6.0 / -6.0 eV
* energy above the lowest of the compared OMol25 structures with the same formula, charge and spin: 787.9 kJ/mol

Geometry (Å):
N  0.14558  1.92790  -2.89912
N  0.55412  1.87733  -1.67535
N  -1.53353  1.54916  -1.52462
C  -1.13134  1.72625  -2.80742
C  -0.43847  1.64502  -0.76839
C  1.38498  -1.34269  -1.25973
C  0.89220  -2.32300  1.99820
C  -2.84076  1.34974  -1.16673
C  1.20482  -1.11313  0.01623
C  -0.61356  -0.36751  1.47768
C  2.01766  -0.14364  2.00683
C  0.85273  -1.01268  1.35316
H  -1.35008  -1.10970  1.01288
H  -0.69619  -0.23603  2.52312
H  -1.89476  1.78510  -3.68069
H  2.11940  -0.30398  3.02459
H  1.81398  -2.77350  1.66436
H  1.44982  -0.59094  -2.08529
H  -2.88390  1.06195  -0.15299
H  -0.36999  0.59823  1.01293
H  1.50428  2.05409  -1.49529
H  1.23822  -2.27587  -1.65604
H  -3.63393  2.14125  -1.39587
H  0.02843  -2.95520  1.76052
H  1.87170  0.97883  1.80244
H  -3.25873  0.44478  -1.72085
H  0.66202  -2.18664  3.10645
H  2.90532  -0.40513  1.52898



Molecular formula: C5H7NO
Method: DFT, ωB97M-V with the def2-TZVPD basis set

Output
* frontier orbital gap: 10.5 eV
* spin multiplicity: 1
* LUMO: 0.5 eV
* energy above the lowest of the compared OMol25 structures with the same formula, charge and spin: 351.2 kJ/mol
* structure (SMILES): [H]/N=C(\C)C#C.C=O

Geometry (Å):
O  -2.05973  0.39251  -1.46791
N  0.75593  -1.51341  0.23543
C  2.03380  1.57741  -0.47768
C  -1.28302  -0.41341  -1.95237
C  -0.41274  0.14877  1.64972
C  0.55956  -0.29644  0.61164
C  1.29392  0.66202  -0.17566
H  2.71315  2.39095  -0.62892
H  -1.55510  -1.46865  -2.11060
H  -0.00151  -0.08468  2.63522
H  -1.36720  -0.36218  1.49768
H  0.11095  -2.13676  0.73153
H  -0.58571  1.22720  1.61222
H  -0.20229  -0.12334  -2.16031



Molecular formula: C29H31Br3N5Y
Method: DFT, ωB97M-V with the def2-TZVPD basis set

Output
* frontier orbital gap: 5.9 eV
* charge: +2
* spin multiplicity: 1
* LUMO: -6.7 eV
* energy above the lowest of the compared OMol25 structures with the same formula, charge and spin: 0.0 kJ/mol

Geometry (Å):
Y  0.82904  -0.37491  0.19028
Br  3.80932  0.50553  -0.03595
Br  -6.65573  -0.00107  1.38000
Br  3.06091  -1.56949  2.22044
N  -0.16903  0.56628  2.24592
N  0.25030  0.13091  -2.26719
N  -1.05416  -1.90851  0.04506
N  0.42179  1.68777  -0.15628
N  1.46090  -2.65731  -0.74322
C  2.46187  3.08358  3.20501
C  0.68116  -4.90704  -1.04265
C  2.54493  3.81005  2.01712
C  -1.48748  3.98950  -2.35835
C  -2.87994  -0.35763  -0.25216
C  -4.41903  -1.72201  1.62058
C  -0.41032  1.43881  -2.34087
C  -1.68930  3.14830  -3.43990
C  1.62513  0.29739  -2.79940
C  -4.92550  -0.60297  0.97202
C  -0.84609  -3.12812  -0.25600
C  -1.50884  1.21800  2.18529
C  1.82668  3.42211  0.90347
C  -0.21976  2.28140  -1.23535
C  2.66039  -3.04730  -1.17250
C  -1.14357  1.86921  -3.43186
C  -0.75846  3.56344  -1.25615
C  0.85262  1.61044  2.18481
C  0.48472  -3.58758  -0.68184
C  0.98897  2.30194  0.95341
C  -0.43201  -0.90898  -3.05913
C  -4.16245  0.07909  0.03237
C  1.93784  -5.29781  -1.49389
C  4.14517  -0.02270  1.79425
C  1.60964  1.99648  3.29232
C  -2.38210  -1.49026  0.38034
C  -3.14326  -2.17429  1.31972
C  2.94118  -4.35119  -1.56229
C  -0.14031  -0.24202  3.48030
H  -0.13482  -5.61424  -0.97817
H  -1.90988  4.98530  -2.36209
H  5.18776  -0.29834  1.88940
H  -2.74052  -3.03922  1.83305
H  -0.39155  -0.69306  -4.12884
H  -1.29994  1.22579  -4.28720
H  1.60265  0.56815  -3.85807
H  0.84742  -0.65787  3.65748
H  3.18768  4.67873  1.96305
H  -1.59579  1.92672  3.01237
H  -1.65509  -3.85899  -0.25778
H  3.03122  3.38961  4.07203
H  3.93256  -4.60487  -1.90975
H  -2.28270  0.45956  2.28049
H  -2.26456  3.48089  -4.29215
H  -5.02072  -2.23717  2.35634
H  3.84592  0.79294  2.44222
H  2.18571  -0.63589  -2.69776
H  -0.62823  4.21556  -0.40140
H  -0.86102  -1.05209  3.37183
H  2.12148  -6.32254  -1.78706
H  -2.27632  0.18804  -0.96994
H  -4.56520  0.94962  -0.46680
H  2.12272  1.10418  -2.26032
H  -1.47437  -0.98793  -2.75695
H  3.43461  -2.28980  -1.20686
H  1.50529  1.48183  4.23774
H  1.92316  3.96161  -0.03035
H  -1.63159  1.74506  1.24357
H  0.06771  -1.86351  -2.89649
H  -0.42884  0.35287  4.35070